# 1
A cluster of 2 separate species, C9H14O in total. Source: OMol25; level of theory: ωB97M-V/def2-TZVPD.

Output
**Energy**: -11606.93041 eV
**SMILES**: Cc1ccccc1.CCO
**Relative energy (zero: lowest compared OMol25 entry of this formula, charge and spin)**: 0.7063 eV
**LUMO level**: 0.964 eV
**Total charge**: 0
**HOMO**: -9.08 eV

Geometry as XYZ:
```
24
Properties=species:S:1:pos:R:3:forces:R:3
O -0.784 3.705 0.821 -0.096 -0.147 -0.198
H -0.170 1.134 -1.996 -0.478 -0.168 -0.227
C -0.406 -2.614 0.860 -0.338 0.247 0.221
C 0.444 0.261 -2.199 0.081 -0.431 0.105
C 0.184 -0.845 -1.202 0.384 0.378 0.468
H 1.201 1.025 1.313 0.147 -0.074 0.178
C -1.108 -1.309 -1.025 -0.091 0.756 0.932
H 2.224 -1.099 -0.676 0.096 0.014 0.356
C 0.458 1.762 1.606 -0.199 0.268 -0.041
H -0.642 4.064 1.705 0.063 -0.089 -0.120
H -1.896 -0.738 -1.497 -0.244 -0.476 -0.492
C 0.299 2.809 0.504 -0.745 0.276 1.683
C 1.211 -1.367 -0.400 -0.042 0.134 -0.981
H -0.496 1.250 1.757 0.057 -0.050 -0.126
C -1.413 -2.179 0.025 -0.020 -0.050 -0.740
H 1.189 3.439 0.428 0.224 -0.480 -0.617
H 1.455 0.668 -2.149 0.175 -0.454 -0.166
H 0.716 2.224 2.565 0.210 -0.069 -0.134
H -0.699 -3.150 1.756 0.347 -0.390 -0.208
H -0.020 2.268 -0.374 0.335 0.414 -0.514
C 0.917 -2.239 0.617 -0.486 -0.906 0.408
H -2.426 -2.556 0.119 0.029 0.266 0.296
H 1.653 -2.767 1.205 0.424 0.462 0.098
H 0.219 -0.169 -3.178 0.168 0.570 -0.183
```
Positions in Å, forces in eV/Å.


# 2
A structure of composition C43H90CrNO27S8. Source: OMol25; level of theory: ωB97M-V/def2-TZVPD.

Output
**Energy**: -217911.23458 eV
**Expectation value of S²**: 6.01
**Relative energy (zero: lowest compared OMol25 entry of this formula, charge and spin)**: 1.5130 eV
**LUMO level (spin up / spin down)**: -1.925 / -2.032 eV
**Spin multiplicity**: 5
**Total charge**: +1
**HOMO (spin up / spin down)**: -8.19 / -8.26 eV

Geometry as XYZ:
```
170
Properties=species:S:1:pos:R:3:forces:R:3
C 5.334 -0.308 -5.396 0.736 -0.200 -0.309
C 0.874 -0.098 0.450 0.478 0.873 0.585
H 3.744 3.484 -0.749 -0.170 -0.090 -0.128
H 7.253 -0.336 1.300 0.529 -0.142 0.007
C -1.453 3.686 -5.540 0.318 -0.376 0.562
C 0.457 -3.744 -4.665 -0.493 -0.187 -0.216
C 3.539 4.119 1.327 -0.382 -0.383 -2.066
S 4.729 0.197 6.535 -0.091 0.481 -0.769
C -2.157 1.101 0.769 -0.798 -0.325 1.282
C -0.552 6.910 1.670 -0.353 0.817 0.991
C -4.564 2.434 1.962 -0.155 2.108 0.232
C -5.032 1.425 -0.012 -0.323 2.250 -0.058
H -2.245 3.141 -6.047 0.029 0.114 -0.159
O 0.970 -3.710 -3.436 -0.301 0.199 0.698
C 0.754 -6.740 -0.140 -0.416 0.856 -0.311
C 3.092 4.130 -0.156 0.775 0.660 0.591
C -2.649 -0.536 -1.008 -0.433 -1.214 -0.041
O -1.803 6.928 1.183 -0.524 1.200 -0.033
C -1.476 -1.520 5.123 0.030 -0.495 0.695
O 3.388 5.490 -0.505 -0.477 -0.316 -0.195
H -5.231 -0.346 0.640 -0.522 -1.744 0.612
H 3.938 3.121 1.498 0.179 0.121 0.795
H -2.550 -1.424 5.267 -0.010 0.155 -0.219
C 1.970 -1.169 0.532 -0.637 -1.496 -0.412
O -0.800 -1.670 0.893 -0.494 -0.382 1.019
H 4.379 1.086 -3.061 0.077 -0.024 -0.093
C 0.402 -1.506 -4.097 2.137 -1.022 0.269
O 4.995 6.930 0.085 -0.094 -0.108 0.537
H -4.672 -4.217 -1.267 0.367 -0.183 0.158
H 1.680 5.293 2.891 -0.152 0.067 0.058
N -0.439 -0.610 0.077 0.721 -0.934 -1.108
O 0.143 -2.496 -5.059 -1.518 -0.259 -1.480
O -0.242 -4.584 1.351 1.292 -1.205 -0.205
H 2.373 3.816 3.595 -0.229 -0.022 0.189
Cr -1.937 -3.521 1.156 0.324 1.139 -0.384
C -4.185 -4.013 -2.222 0.334 -0.270 0.803
C 3.914 0.098 -3.058 0.028 0.426 0.132
H -4.230 -2.932 -2.346 -0.035 -0.053 -0.440
H 0.002 5.660 -1.016 0.328 0.048 0.189
H 1.975 0.720 2.252 0.247 -0.121 -0.409
H -6.081 -0.572 2.248 -0.393 -0.218 -0.495
H 1.837 -1.912 -0.263 0.332 0.509 -0.480
H 1.792 0.485 -1.497 0.030 -0.571 0.256
H 0.479 1.554 1.924 0.130 -0.083 -0.828
C 6.551 -2.232 0.505 0.208 1.186 -0.645
H -1.017 -1.472 6.114 -0.012 -0.268 0.031
C 0.577 -2.906 4.076 -0.192 0.166 -0.545
O 5.594 -3.049 1.172 -0.257 -0.464 -0.012
C 1.353 0.916 -0.597 -0.338 1.136 -0.038
H -1.665 7.219 -0.934 -0.165 0.332 0.321
H 2.693 4.409 1.948 2.643 0.152 -1.275
H -2.626 0.425 1.497 0.377 -0.244 0.083
C -1.041 2.983 -4.231 -0.433 -0.034 -0.533
H -2.673 5.847 -0.310 -0.300 0.511 -0.235
C -5.094 -1.850 -6.612 -0.377 -0.426 -0.033
C -1.543 0.259 -0.335 0.854 0.940 -1.107
H 0.703 2.358 -2.020 -0.080 0.325 0.075
H -1.493 1.734 1.358 0.286 0.014 -0.265
H -1.703 2.045 -1.566 -0.458 -0.395 -0.257
C 4.364 5.953 0.325 0.055 0.399 -1.412
H 3.713 -0.160 -2.019 0.177 -0.285 -0.033
H 1.702 -7.165 -0.466 0.210 0.094 0.577
H -2.239 -1.103 -6.174 0.084 -0.292 0.090
C -1.799 5.058 -3.749 0.298 -0.602 0.350
C 0.297 1.901 -1.116 0.067 -0.527 0.663
H 0.282 -2.278 -2.015 -0.201 -0.404 -0.103
H -0.031 2.586 -4.287 -0.051 -0.146 0.211
H -5.048 -4.167 3.039 -0.213 -0.120 0.151
O -3.902 -3.006 0.940 -0.826 -0.241 -0.295
H -4.978 4.198 0.693 0.173 0.105 0.122
H 6.360 -0.564 -5.669 -0.180 -0.585 -0.093
C 0.883 -2.369 -2.922 0.809 0.640 0.660
O 0.188 6.043 1.006 0.684 -1.266 -1.037
H -4.707 -4.616 -2.963 0.222 0.340 -0.415
H -3.009 -1.333 -0.352 -0.065 0.313 0.156
H -0.597 3.845 -6.194 -0.154 0.222 -0.100
H 1.908 -2.066 -2.704 -0.040 -0.152 0.310
H -2.524 -6.710 -1.056 -0.081 0.735 0.277
H 0.447 -0.025 2.596 -0.018 -0.335 -0.287
H -3.483 -6.647 -2.513 0.200 0.011 -0.376
H -0.703 2.043 4.956 0.048 -0.113 0.090
O -5.319 0.550 -0.763 -0.637 0.412 -0.728
H -2.357 -1.091 -1.908 0.632 0.227 -0.044
O -1.121 4.003 -3.243 0.311 -0.334 -0.072
H 0.075 2.693 -0.393 0.302 -0.109 0.044
H 4.135 -0.057 8.787 -0.105 0.164 -0.114
H 7.288 -2.779 -0.074 -0.027 -0.488 0.467
H -3.005 1.726 0.471 1.724 -0.759 -0.351
O 4.238 -2.702 2.955 -0.211 -0.238 -0.012
O -0.152 7.571 2.583 -0.209 -0.442 -0.108
C 2.332 -4.700 0.774 0.217 0.836 -0.639
H -3.219 3.718 0.894 -0.120 0.402 -0.244
H -2.343 -0.188 -4.682 -0.331 0.187 0.060
H 0.069 -7.539 0.133 -0.064 0.079 0.075
O -5.357 1.464 1.290 -0.018 0.399 0.881
O -4.152 0.690 -6.870 -0.019 -0.867 0.443
H 2.552 0.143 5.728 -0.112 -0.295 0.088
O 4.533 5.108 1.339 0.944 0.058 0.898
C -1.796 6.471 -0.160 0.749 -2.711 0.606
H 0.234 1.620 3.485 -0.107 0.546 0.562
H -1.028 -0.707 4.555 -0.215 -0.271 -0.566
H -5.092 2.987 2.738 -0.724 -0.372 -0.212
O -4.375 2.549 -0.338 -0.754 -0.048 -1.245
H 1.951 -1.852 1.386 -0.338 0.618 0.441
H 0.662 -2.533 3.049 -0.385 -0.395 -0.199
H 1.120 -3.835 4.224 0.105 0.054 -0.047
H 4.635 -0.730 -6.116 -0.059 0.046 0.023
C -4.254 3.392 0.799 0.410 -0.064 0.810
H 3.441 -1.311 5.147 0.010 0.031 -0.329
H 2.953 -0.956 7.787 -0.004 0.102 -0.010
S -0.036 4.014 3.886 -0.386 -1.386 -1.084
H -0.719 4.424 -0.084 -0.442 0.137 0.982
H 2.956 0.150 -3.576 0.134 -0.137 -0.266
H 2.009 -3.995 0.004 0.089 -0.272 -0.231
H 0.387 -6.185 -1.006 -0.203 0.097 0.124
O 5.882 -1.252 2.419 -0.138 -0.572 0.990
H 7.921 -1.821 2.122 -0.219 0.250 0.543
H -6.147 -1.653 -6.817 0.103 0.273 -0.260
S 0.900 -5.589 1.293 -0.332 -0.569 0.640
H 0.998 -2.080 4.648 -0.194 -0.292 0.551
H 2.958 -0.708 0.532 0.038 0.051 -0.266
H -4.594 -2.186 -7.519 0.209 0.265 0.023
O -2.006 -3.207 3.174 0.110 -0.243 0.561
H 2.776 -4.086 1.559 -0.240 -0.311 0.348
O 0.254 -4.729 -5.310 0.208 0.365 0.226
H -3.513 0.059 -1.317 0.695 0.025 0.118
C 0.181 2.264 4.360 0.208 0.821 0.747
H -1.664 -6.702 -2.562 -0.217 -0.031 -0.355
H -0.873 0.712 -2.405 -0.321 -0.352 0.162
H -1.792 2.233 -3.986 0.295 -0.279 0.111
H 4.575 -1.618 8.157 0.002 -0.075 -0.323
H 3.499 0.325 4.322 0.917 -0.143 -0.060
H 3.077 -5.400 0.401 -0.029 -0.010 -0.030
H -2.880 -1.876 -4.665 -0.160 -0.063 -0.129
S -1.193 -3.201 4.457 0.461 1.567 -0.359
O -1.051 3.858 2.774 -0.078 0.547 0.236
S 5.037 -1.111 -3.784 -0.995 -0.663 0.032
C 7.067 -1.354 1.631 -0.163 0.141 -0.912
S -2.404 -4.468 -2.160 -0.911 -1.003 0.682
H -6.668 -3.305 3.078 0.066 -0.232 0.436
H -4.372 -0.635 2.143 0.246 -0.666 -0.049
O 4.190 -2.359 -4.004 0.844 1.426 -0.012
H -3.673 2.087 2.488 -0.065 -0.675 -0.576
C 5.150 -2.384 2.261 0.566 0.663 -0.398
C 0.970 0.579 1.845 -0.987 0.191 0.361
H -0.409 -0.821 -3.872 -0.134 -0.212 -0.291
C 1.544 4.220 3.013 -1.559 -0.041 1.715
C -0.561 5.501 -0.093 0.170 1.410 -1.751
H 5.400 0.779 -5.472 -0.713 0.060 0.643
C 4.006 -0.717 7.930 0.015 -0.087 0.082
H 1.314 -1.047 -4.495 -0.527 0.882 0.180
C -5.276 -0.888 1.583 0.079 -0.830 0.690
H 2.108 1.545 -0.115 0.417 -0.307 -0.116
C -2.550 -6.305 -2.069 0.012 0.139 -0.289
O -1.886 -4.140 -0.788 0.122 0.311 -0.355
H 1.509 3.748 2.033 -1.436 -0.482 0.600
S -4.450 -0.362 -5.838 0.156 0.723 0.410
H 6.067 -1.556 -0.208 -0.441 -0.345 -0.045
O -1.961 4.927 -5.063 -0.422 0.626 -0.407
C -5.587 -3.227 2.977 -0.091 0.565 -1.093
C 3.470 -0.228 5.256 -0.667 0.043 1.297
S -5.357 -2.656 1.254 1.411 0.348 1.000
H 2.047 3.885 -0.326 -0.098 0.196 -0.029
O 4.491 1.644 6.806 -0.001 -0.243 0.047
H -5.134 -2.672 -5.892 0.365 0.140 0.173
H -5.156 -2.461 3.614 -0.005 -0.168 0.205
C -1.010 1.207 -1.439 0.234 0.674 0.072
C -2.828 -0.969 -5.265 -0.013 0.110 -0.718
H 1.084 2.206 4.971 -0.061 -0.233 0.124
O -2.178 5.934 -3.048 -0.263 0.787 -0.079
```
Positions in Å, forces in eV/Å.


# 3
The molecule C19H24N4O3. Source: OMol25; level of theory: ωB97M-V/def2-TZVPD.

Output
**Energy**: -32194.97025 eV
**SMILES**: CC#CC[C@H](NC(=O)c1ncn2ccccc12)C(=O)N[C@H](CO)CCC
**Relative energy (zero: lowest compared OMol25 entry of this formula, charge and spin)**: 3.2448 eV
**LUMO level**: 0.351 eV
**Total charge**: 0
**HOMO**: -8.03 eV

Geometry as XYZ:
```
50
Properties=species:S:1:pos:R:3:forces:R:3
H -1.645 2.137 2.265 -0.006 -0.055 0.036
C -4.205 0.270 0.857 -0.328 -0.324 -0.066
C 4.185 0.629 -1.643 0.757 0.270 -0.100
H -2.311 4.446 3.069 0.010 -0.015 -0.008
C 5.111 1.342 -2.355 -0.203 -0.516 0.715
C 3.472 1.947 -4.008 0.741 0.190 0.022
N 0.181 -1.291 -0.374 -0.352 0.041 -0.229
H -2.946 4.785 1.459 0.011 -0.018 -0.010
C 2.133 -4.629 0.832 -0.052 -0.019 -0.023
H -0.435 -1.026 -1.133 0.137 -0.079 -0.046
H 3.260 -6.377 1.164 0.043 -0.052 -0.048
H 6.130 1.396 -1.999 0.013 0.014 -0.016
H 3.939 -5.265 -0.039 0.037 -0.074 -0.022
N 2.545 1.235 -3.299 -0.147 -0.240 0.313
C -0.414 -2.165 0.624 -0.160 0.286 -0.057
O 2.375 -1.061 0.264 -0.209 0.166 -0.257
C 1.453 -0.845 -0.517 0.530 -0.229 0.645
H -2.343 2.385 0.677 -0.063 -0.029 -0.009
C 0.541 -2.674 1.699 0.402 -0.439 0.275
H -4.357 -0.812 0.799 0.118 0.007 0.053
C 1.215 1.021 -3.538 -0.002 -0.061 0.090
H 3.130 2.430 -4.910 -0.028 -0.001 -0.012
H -0.040 -3.079 2.529 -0.275 0.091 -0.142
H 5.493 2.566 -4.099 -0.053 0.032 -0.071
C 1.417 -3.749 1.221 0.090 0.125 -0.070
C -2.936 0.550 1.637 -0.011 0.115 0.217
C 1.661 -0.026 -1.714 0.717 0.363 -0.296
H 2.526 -6.256 -0.445 0.061 -0.059 -0.009
N -1.813 -0.192 1.097 0.299 0.252 -0.246
H -3.978 4.979 2.873 0.006 0.020 0.001
H -3.921 2.526 3.291 0.011 -0.034 0.010
H -4.819 0.495 -0.982 -0.031 -0.016 -0.048
H -1.147 0.306 0.529 -0.023 -0.061 -0.015
H -0.840 -3.022 0.099 0.023 -0.121 0.079
N 0.688 0.275 -2.603 -0.482 0.026 -0.235
C 3.016 -5.695 0.350 -0.172 0.238 0.105
C -2.569 2.030 1.688 0.026 0.095 -0.052
H -3.107 0.200 2.658 -0.026 -0.105 0.002
H 4.442 0.114 -0.730 -0.105 -0.037 0.013
O -2.370 -2.187 1.988 -0.042 -0.018 0.008
H 1.149 -1.864 2.100 -0.045 0.031 -0.097
C 4.752 2.007 -3.547 -0.594 0.188 -0.550
C -3.194 4.362 2.434 -0.052 -0.014 0.028
C -1.625 -1.506 1.301 -0.143 -0.153 0.248
O -4.097 0.829 -0.446 0.131 0.147 0.053
H 0.705 1.430 -4.395 0.022 0.013 -0.009
H -4.552 2.873 1.693 0.011 -0.012 -0.011
C -3.648 2.912 2.305 0.024 0.066 -0.058
C 2.863 0.564 -2.115 -0.695 -0.109 -0.117
H -5.070 0.680 1.392 0.077 0.115 0.015
```
Positions in Å, forces in eV/Å.


# 4
The molecule C4H13N3. Source: OMol25; level of theory: ωB97M-V/def2-TZVPD.

Output
**Energy**: -8828.75182 eV
**SMILES**: NCCCNCN
**Relative energy (zero: lowest compared OMol25 entry of this formula, charge and spin)**: 0.6608 eV
**LUMO level**: 1.027 eV
**Total charge**: 0
**HOMO**: -8.69 eV

Geometry as XYZ:
```
20
Properties=species:S:1:pos:R:3:forces:R:3
N -2.360 2.619 -0.396 -0.040 -0.011 -0.107
H -1.833 3.176 -1.059 0.055 0.085 0.106
H 0.886 -0.885 -1.464 -0.123 -0.130 0.046
H 2.607 -2.280 -0.752 0.143 0.093 -0.167
H -2.999 2.067 -0.955 -0.004 -0.035 0.046
C -0.382 1.057 -0.441 -0.133 0.476 -0.237
H -0.854 0.568 -1.296 -0.099 -0.191 -0.046
H 0.104 -2.805 0.230 -0.096 -0.070 0.123
H 0.259 1.832 -0.879 0.141 -0.167 0.125
H 2.526 -1.566 0.858 0.260 0.130 0.034
C -1.475 1.750 0.370 0.269 -0.045 0.197
C 1.933 -1.887 0.004 -0.260 -0.234 0.219
N 1.069 -2.985 0.465 0.167 -0.118 -0.151
H 1.171 -3.158 1.452 -0.258 0.042 0.062
H -2.083 1.003 0.877 -0.149 -0.087 -0.001
H -0.292 -0.597 0.905 -0.112 -0.027 -0.070
C 0.411 0.034 0.339 0.221 -0.476 0.271
H 1.057 0.480 1.108 -0.126 0.205 -0.166
H -1.004 2.327 1.174 -0.056 0.086 -0.088
N 1.260 -0.750 -0.538 0.202 0.475 -0.199
```
Positions in Å, forces in eV/Å.


# 5
The molecule C7H10. Source: OMol25; level of theory: ωB97M-V/def2-TZVPD.

Output
**Energy**: -7415.79702 eV
**Relative energy (zero: lowest compared OMol25 entry of this formula, charge and spin)**: 5.2377 eV
**LUMO level**: 0.342 eV
**Total charge**: 0
**HOMO**: -8.27 eV

Geometry as XYZ:
```
17
Properties=species:S:1:pos:R:3:forces:R:3
H 1.314 -2.548 1.204 -0.106 0.117 0.010
C -0.657 2.300 -1.576 -0.047 0.083 -0.027
C -0.062 0.374 -0.049 0.366 -0.070 -0.298
H -1.165 2.745 -0.715 0.074 -0.043 -0.136
C -0.515 -1.796 1.933 -0.488 -0.129 0.223
C 0.656 -0.916 -0.074 -0.026 0.142 0.052
H 1.613 -0.944 -0.628 -0.120 0.094 0.111
C 0.790 -1.590 1.302 0.026 -0.049 0.051
H -0.061 -1.503 -0.684 0.040 0.095 0.036
H -2.592 -2.080 2.806 0.177 -0.001 -0.041
H 1.414 -0.955 1.943 -0.118 -0.109 -0.053
C 0.391 1.298 -1.099 -0.140 -0.095 0.007
H -1.413 1.790 -2.181 0.108 0.085 0.077
C -1.612 -1.961 2.399 0.458 0.057 -0.193
H -0.215 3.094 -2.187 -0.045 -0.102 0.084
H 1.136 1.825 -0.461 -0.037 -0.056 -0.020
H 0.977 0.867 -1.933 -0.122 -0.019 0.118
```
Positions in Å, forces in eV/Å.